1.
This record from OMol25 describes a 13-piece molecular cluster, C5H35NO14 overall. The level of theory is the ωB97M-V functional and the def2-TZVPD basis.

Total energy, eV: -35908.601
E_LUMO, eV: 0.2
Largest force on an atom, Eh/bohr: 0.037
Multiplicity: 1

Element x y z (Å)
C1 2.4570 -1.7399 -0.4803
C2 3.0524 -1.3246 0.8728
O1 2.3707 -2.0679 1.9149
C3 0.9560 -1.5772 -0.6181
N1 0.5344 -0.3725 -1.3814
C4 -0.6942 0.1771 -0.8224
C5 -1.1827 1.3964 -1.5398
O2 -1.9382 2.1268 -0.9089
H1 2.8114 -2.7541 -0.6747
H2 2.9318 -1.1630 -1.2956
H3 4.0845 -1.6786 0.9616
H4 3.0065 -0.2782 1.1687
H5 1.7733 -1.3954 2.2919
H6 0.5837 -2.3807 -1.2705
H7 0.4826 -1.5397 0.3621
H8 1.2817 0.3079 -1.4277
H9 -1.5137 -0.5417 -0.8737
H10 -0.5047 0.4126 0.2295
H11 -1.0314 1.6033 -2.6016
H12 1.2757 -2.6566 3.5900
H13 0.0130 -3.5561 3.6667
O3 0.4199 -2.7617 4.0185
H14 1.6628 1.1770 2.7297
H15 1.6811 0.0751 3.7588
O4 1.2561 0.2932 2.9178
H16 -4.3113 -2.2574 0.6050
H17 -3.7989 -0.8988 0.2865
O5 -3.8905 -1.7889 -0.1256
H18 -0.9358 3.0384 0.7394
H19 -0.3568 2.0312 1.6749
O6 -0.0710 2.6894 0.9839
H20 -2.6924 1.4448 0.5917
H21 -4.1076 1.1306 1.1709
O7 -3.2811 0.7185 0.8982
H22 -1.9452 0.3580 2.2145
H23 -0.6387 0.4361 3.0301
O8 -1.3090 0.9977 2.5869
H24 -1.3319 -2.1034 -4.1376
H25 -0.4745 -0.8730 -4.2129
O9 -0.8886 -1.5332 -4.7805
H26 3.1660 2.5797 1.4998
H27 1.6787 3.0069 1.6346
O10 2.4183 2.6238 2.1279
H28 4.6464 1.9182 -0.6972
H29 3.1531 2.2880 -0.5294
O11 3.9282 1.9392 -0.0592
H30 -2.3920 -0.1744 -4.1612
H31 -3.0005 -0.7818 -2.8803
O12 -2.4239 -0.0807 -3.2027
H32 -1.6753 -2.5440 -1.5365
H33 -3.1084 -2.9258 -1.5796
O13 -2.3174 -2.9345 -2.1405
H34 1.1087 3.2938 -1.9868
H35 1.1026 3.0041 -0.4422
O14 1.4053 2.6822 -1.3085

2.
This record from OMol25 describes a 12-piece molecular cluster, C5H36N2O12 overall. The level of theory is the ωB97M-V functional and the def2-TZVPD basis.

Total energy, eV: -33314.913
SMILES string: CCNC[C@@H](N)CO.O.O.O.O.O.O.O.O.O.O.O
E_LUMO, eV: 0.1
Largest force on an atom, Eh/bohr: 0.115
Multiplicity: 1

Element x y z (Å)
N1 -2.6328 0.9600 -0.9412
C1 -1.6164 0.7266 0.0919
C2 -2.2723 0.4343 1.4992
O1 -1.3613 1.0065 2.4115
C3 -0.7581 -0.4627 -0.1885
N2 0.5752 -0.3366 -0.9321
C4 0.5739 -0.6924 -2.4132
C5 1.8628 -0.0564 -3.2776
H1 -3.6472 0.7776 -0.7875
H2 -2.3204 0.4702 -1.7508
H3 -0.8470 1.6098 0.1208
H4 -3.2355 1.0068 1.6895
H5 -2.3604 -0.5505 1.8580
H6 -1.4740 2.0269 2.1097
H7 -0.3293 -0.6642 0.9550
H8 -1.3565 -1.4017 -0.5172
H9 0.9930 0.5329 -0.7912
H10 0.8662 -1.7924 -2.4572
H11 -0.3942 -0.6112 -2.9464
H12 2.5789 -0.9073 -3.4713
H13 1.5675 0.3599 -4.2326
H14 2.3764 0.6865 -2.6673
H15 3.4534 0.4775 -0.4560
H16 4.6245 0.1605 0.5023
O2 4.3766 0.2070 -0.5220
H17 -3.6068 -1.7326 0.9253
H18 -3.8042 -2.2994 2.3013
O3 -4.0977 -1.5999 1.7187
H19 3.3905 -2.0744 1.9863
H20 2.3125 -2.9888 1.7080
O4 2.7777 -2.5543 2.4703
H21 -0.5901 -2.8535 1.2093
H22 -0.1272 -4.1446 0.7031
O5 -0.9471 -3.7349 0.8935
H23 -0.7936 2.6500 -1.9538
H24 -2.0962 3.3329 -2.4664
O6 -1.2190 3.5196 -1.9825
H25 -0.0497 4.1549 -0.3052
H26 -1.1248 3.3318 0.3094
O7 -0.2338 3.6584 0.5103
H27 0.9593 0.6607 3.3109
H28 0.7417 1.3839 4.6609
O8 0.7868 1.5050 3.7326
H29 3.2338 1.8055 2.3050
H30 2.1927 0.6991 1.9062
O9 3.0885 0.8114 1.9855
H31 -3.1031 -2.1048 -3.2684
H32 -3.6275 -1.8751 -1.7982
O10 -3.4959 -1.4354 -2.7391
H33 2.6934 2.2353 -0.1960
H34 1.2896 2.8022 0.0268
O11 1.7155 1.9837 -0.0359
H35 2.1735 -2.7092 -0.2572
H36 0.8514 -3.1961 -0.6513
O12 1.4668 -3.1996 0.1049

3.
This record from OMol25 describes a 13-piece molecular cluster, C5H36N2O12 overall. The level of theory is the ωB97M-V functional and the def2-TZVPD basis.

Total energy, eV: -33319.001
E_LUMO, eV: 0.1
Largest force on an atom, Eh/bohr: 0.041
Multiplicity: 1

Element x y z (Å)
C1 -0.3137 2.2041 -1.8401
C2 -0.4572 0.7994 -1.2496
C3 -0.9608 0.8494 0.1877
C4 -1.8285 -0.3231 0.7434
C5 -2.4778 -0.0776 1.8880
N1 -1.8353 -1.4402 -0.0143
N2 0.7813 0.0669 -1.4184
H1 0.4422 2.8000 -1.3043
H2 -0.1532 2.1269 -2.9164
H3 -1.2759 2.7718 -1.7387
H4 -1.2143 0.3350 -1.9272
H5 -0.1351 0.9029 0.9126
H6 -1.5201 1.7726 0.3449
H7 -3.3293 -0.5850 2.2888
H8 -2.3620 0.7714 2.5450
H9 -2.0942 -2.3719 0.2547
H10 -1.3907 -1.4524 -0.9149
H11 0.8490 -0.3991 -2.3078
H12 1.1522 -0.4538 -0.6407
H13 3.3050 -2.5326 -3.7765
H14 2.6492 -2.2930 -2.3131
O1 2.5344 -2.2372 -3.2733
H15 2.6047 1.0185 1.6065
H16 2.9000 -0.3644 2.2738
O2 2.5836 0.0515 1.4572
H17 -1.4736 2.5063 2.5379
H18 -0.5929 3.6389 2.0112
O3 -1.5184 3.3714 2.1304
H19 -2.3178 -4.4401 -0.8932
H20 -0.7917 -4.1466 -0.9135
O4 -1.6732 -3.7844 -1.1580
H21 -4.3655 1.2359 1.7126
H22 -4.3484 1.6638 0.2724
O5 -4.7448 1.8978 1.1216
H23 -2.0191 4.0887 0.3388
H24 -3.5298 4.0044 0.4111
O6 -2.8087 4.2639 -0.1800
H25 3.5081 -1.9189 0.2404
H26 2.7987 -2.9327 -0.7772
O7 3.6137 -2.5698 -0.4657
H27 1.4571 -1.9987 0.9759
H28 0.1613 -2.2556 0.2381
O8 1.0882 -2.5619 0.2721
H29 0.7011 -4.3479 -1.9301
H30 1.7929 -4.5370 -0.8900
O9 0.9482 -4.8982 -1.1713
H31 1.6177 1.8708 0.4488
H32 2.3024 3.2055 0.7723
O10 1.6744 2.5672 1.1173
H33 0.2608 -1.0039 3.8571
H34 -0.5396 -1.1682 2.4959
O11 0.2599 -1.4225 2.9845
H35 4.1195 2.7483 -1.5823
H36 2.6830 2.2509 -1.7195
O12 3.2828 2.7322 -1.1252

- The lowest largest force on an atom belongs to which entry?
  C5H35NO14

- Number 3 is which compound?
  C5H36N2O12